# 1
This record from OMol25 describes C50H40N6OPd as an isolated structure. The level of theory is wB97M-V/def2-TZVPD.

Geometry as XYZ:
```
98
Properties=species:S:1:pos:R:3
Pd -0.386 0.266 -0.690
C -6.372 4.627 0.567
C -5.437 4.762 1.580
C -4.327 3.934 1.622
C -4.140 2.958 0.650
C -5.114 2.797 -0.335
C -6.218 3.627 -0.379
C -2.914 2.146 0.531
C -3.006 0.752 0.675
C -4.015 0.043 1.385
C -3.581 -1.252 1.506
C -2.318 -1.336 0.849
N -2.010 -0.130 0.344
C -1.481 -2.493 0.644
C -0.869 -2.618 -0.667
C -0.818 -3.771 -1.502
C -0.249 -3.388 -2.690
C 0.095 -2.013 -2.558
C 0.863 -1.230 -3.432
C 1.058 -1.673 -4.833
C 1.961 -2.656 -5.216
C 2.084 -3.005 -6.552
C 1.293 -2.395 -7.511
C 0.390 -1.414 -7.134
C 0.277 -1.050 -5.805
C 1.425 -0.001 -3.054
N 1.048 0.711 -1.956
C 1.857 1.788 -1.850
C 1.656 2.826 -0.920
C 2.759 3.751 -0.604
C 3.259 4.701 -1.487
C 4.341 5.484 -1.122
C 4.942 5.313 0.113
C 4.429 4.388 1.008
C 3.337 3.619 0.657
C 0.419 3.039 -0.283
C -0.036 4.301 0.223
C -1.362 4.161 0.496
C -1.703 2.794 0.247
N -0.598 2.155 -0.235
C 2.831 1.746 -2.902
C 2.534 0.661 -3.674
N -0.324 -1.585 -1.320
C -1.250 -3.449 1.674
C -1.794 -3.295 2.972
C -1.557 -4.215 3.968
C -0.758 -5.327 3.731
C -0.133 -5.451 2.496
C -0.359 -4.533 1.495
H -7.220 5.297 0.520
H -5.561 5.541 2.320
H -3.607 4.036 2.421
H -4.983 2.030 -1.084
H -6.947 3.518 -1.170
H -4.917 0.467 1.785
H -4.120 -2.059 1.966
H -1.224 -4.734 -1.260
H -0.050 -4.004 -3.545
H 2.583 -3.131 -4.469
H 2.807 -3.750 -6.852
H 1.380 -2.680 -8.549
H -0.217 -0.923 -7.879
H -0.420 -0.281 -5.504
H 2.787 4.836 -2.449
H 4.728 6.220 -1.812
H 5.805 5.900 0.386
H 4.891 4.252 1.975
H 2.926 2.889 1.343
H 0.572 5.179 0.324
H -2.031 4.914 0.860
H 3.610 2.471 -3.044
H 3.051 0.306 -4.546
H -2.396 -2.431 3.192
H -1.987 -4.069 4.950
H -0.575 -6.050 4.512
H 0.542 -6.276 2.321
H 0.162 -4.627 0.555
C 2.760 -2.161 0.747
N 2.189 -1.860 2.035
C 2.682 -2.619 3.160
C 1.597 -2.743 4.216
C 1.061 -1.360 4.543
N 0.669 -0.669 3.338
C -0.429 0.260 3.447
C 1.272 -0.860 2.135
O 0.995 -0.152 1.159
H 2.679 -3.233 0.546
H 3.814 -1.875 0.703
H 2.208 -1.602 -0.009
H 3.577 -2.140 3.582
H 2.977 -3.612 2.804
H 1.985 -3.215 5.117
H 0.790 -3.356 3.823
H 1.822 -0.777 5.080
H 0.182 -1.439 5.187
H -1.309 -0.246 3.855
H -0.663 0.639 2.453
H -0.170 1.106 4.089
```

Computed properties:
E_LUMO (spin up / spin down) (Eh): -0.0404 / -0.0455
Spin multiplicity: 1
Gap between HOMO and LUMO (spin up / spin down) (eV): 5.21 / 5.27
HOMO level (spin up / spin down) (eV): -6.31 / -6.51

# 2
This record from OMol25 describes a 2-piece molecular cluster, C4H12O overall. The level of theory is wB97M-V/def2-TZVPD.

Geometry as XYZ:
```
17
Properties=species:S:1:pos:R:3
C -1.309 -2.827 0.672
O -0.851 -2.060 -0.367
H -0.833 -2.579 -1.209
H -2.340 -3.192 0.415
H -1.311 -2.242 1.584
H -0.690 -3.756 0.735
C 0.561 1.173 -0.678
C 1.618 0.842 0.380
C -0.236 2.429 -0.332
H 1.062 1.312 -1.633
H -0.118 0.335 -0.806
H 1.205 0.304 1.239
H 2.095 1.751 0.730
H -0.565 2.402 0.700
H 0.397 3.309 -0.416
H 2.396 0.194 -0.024
H -1.082 2.604 -0.989
```

Computed properties:
E_LUMO (spin up / spin down) (Eh): -0.1594 / -0.3995
Spin multiplicity: 2
Gap between HOMO and LUMO (spin up / spin down) (eV): 10.39 / 3.57
Charge: +1
HOMO level (spin up / spin down) (eV): -14.72 / -14.44

# 3
This record from OMol25 describes a 2-piece molecular cluster, C17H37BrFN2O5 overall. The level of theory is wB97M-V/def2-TZVPD.

Geometry as XYZ:
```
63
Properties=species:S:1:pos:R:3
C 4.398 -3.128 -2.889
O 3.649 -2.099 -3.684
C 3.621 -0.834 -2.932
C 2.847 0.403 -3.680
C 1.256 0.120 -4.003
C 0.417 0.308 -2.595
C 0.403 -1.150 -1.850
N -0.955 -1.640 -1.407
F -0.812 -2.974 -1.077
C -2.048 -1.557 -2.447
C -1.668 -2.174 -3.917
C -2.675 -3.487 -4.162
O -2.309 -4.117 -5.442
C -1.412 -0.966 -0.097
C -0.958 -1.976 1.154
O -1.800 -2.836 1.756
Br 0.940 -1.986 1.899
H 5.238 -3.606 -3.565
H 4.916 -2.662 -1.936
H 3.665 -3.999 -2.546
H 3.199 -1.078 -1.844
H 4.736 -0.485 -2.764
H 3.033 1.389 -3.053
H 3.382 0.567 -4.726
H 0.877 0.791 -4.887
H 1.202 -1.007 -4.386
H 1.071 1.040 -1.922
H -0.626 0.824 -2.714
H 1.079 -1.052 -0.886
H 0.886 -2.030 -2.488
H -2.440 -0.451 -2.507
H -2.961 -2.195 -2.017
H -0.582 -2.601 -4.016
H -1.837 -1.330 -4.743
H -3.778 -3.034 -4.178
H -2.530 -4.187 -3.224
H -1.624 -3.488 -5.863
H -2.603 -0.915 -0.038
H -0.932 0.097 0.055
C -1.526 2.357 1.436
O -0.339 1.908 2.076
C 0.561 2.977 2.398
C 0.656 3.154 3.922
N -0.592 3.695 4.470
C -0.659 3.647 5.934
C -0.668 2.254 6.595
O -1.849 1.495 6.329
C -1.811 0.756 5.117
H -2.089 1.478 1.108
H -2.151 2.926 2.127
H -1.291 2.965 0.555
H 0.287 3.915 1.900
H 1.545 2.680 2.020
H 1.480 3.837 4.154
H 0.886 2.176 4.356
H -1.375 3.163 4.097
H -1.586 4.160 6.219
H 0.166 4.238 6.349
H -0.658 2.414 7.680
H 0.234 1.673 6.372
H -0.804 0.421 4.859
H -2.239 1.345 4.305
H -2.445 -0.128 5.242
```

Computed properties:
E_LUMO (Eh): -0.1470
Spin multiplicity: 1
Gap between HOMO and LUMO (eV): 6.65
Charge: +1
HOMO level (eV): -10.65

# 4
This record from OMol25 describes a single C2H4N2O4S molecule. The level of theory is wB97M-V/def2-TZVPD.

Geometry as XYZ:
```
13
Properties=species:S:1:pos:R:3
C -0.083 1.000 0.959
C -0.423 -1.338 1.220
N 1.109 2.830 -1.199
N 2.015 1.678 -1.978
O -0.063 2.098 1.386
O 0.603 0.578 -0.075
O 2.776 1.561 0.640
O -0.828 0.117 1.511
S 1.831 1.578 -0.471
H -1.132 -1.795 0.506
H -0.484 -2.000 2.172
H 0.594 -1.277 0.769
H 1.671 3.686 -1.038
```

Computed properties:
E_LUMO (Eh): 0.0094
Spin multiplicity: 1
SMILES string: COC(=O)O[S@@]1(=O)=NN1
Gap between HOMO and LUMO (eV): 10.45
HOMO level (eV): -10.20

# 5
This record from OMol25 describes CH3Br3SSi as an isolated structure. The level of theory is wB97M-V/def2-TZVPD.

Geometry as XYZ:
```
9
Properties=species:S:1:pos:R:3
C -2.351 -0.289 -0.498
Si 1.658 0.409 0.167
S -0.695 -0.526 -0.813
Br 3.273 -1.023 -0.339
Br 1.543 0.531 2.376
Br 2.433 2.337 -0.621
H -2.488 -0.272 0.593
H -2.916 0.219 -1.260
H -0.457 -1.386 0.395
```

Computed properties:
E_LUMO (spin up / spin down) (Eh): -0.0315 / -0.0491
Spin multiplicity: 1
Gap between HOMO and LUMO (spin up / spin down) (eV): 6.84 / 6.89
HOMO level (spin up / spin down) (eV): -7.70 / -8.22

# 6
This record from OMol25 describes a single C3H5NO2S2 molecule. The level of theory is wB97M-V/def2-TZVPD.

Geometry as XYZ:
```
13
Properties=species:S:1:pos:R:3
C -2.275 -1.308 0.049
C -0.811 1.056 -0.056
C 1.312 0.601 0.012
H -2.145 -1.557 1.090
H -1.222 -1.697 -0.460
H -3.102 -2.024 -0.291
H 1.356 1.781 0.029
H 4.174 -0.440 0.018
N 2.289 -0.143 0.092
O 0.161 0.108 -0.177
O 3.585 0.447 -0.172
S -2.537 0.468 -0.141
S -0.785 2.706 0.007
```

Computed properties:
E_LUMO (Eh): -0.0146
Spin multiplicity: 1
SMILES string: CSC(=S)O/C=N/O
Gap between HOMO and LUMO (eV): 8.72
HOMO level (eV): -9.11

Q: What is the spin multiplicity in the fourth record?
A: 1